[1]
Formula: C3H7N5O
Source: the OMol25 dataset
Level of theory: the ωB97M-V functional and the def2-TZVPD basis

The geometry in XYZ format:
```
16
Properties=species:S:1:pos:R:3:forces:R:3
H 2.4300 0.3832 -0.0444 0.0 -1.0 -1.4
N 2.0612 -0.3637 -0.7125 -2.2 -0.1 2.2
C 0.7705 -0.2491 -0.4973 0.4 0.8 -2.5
N 0.1990 0.9628 -0.0256 -1.4 -1.6 -1.0
O 0.3696 1.4466 1.1840 2.1 1.7 4.5
C 0.0201 0.4709 2.3449 -2.8 0.4 -2.6
C -1.0979 1.0409 -0.4326 -0.6 -7.4 -3.2
N -1.5616 -0.0926 -1.0763 2.6 5.8 3.8
N -0.4166 -0.9022 -1.0153 -0.5 0.7 -1.4
N -0.6386 -1.6471 -2.2363 4.2 -5.1 3.7
H -0.0820 1.1019 3.4528 1.0 -2.1 -3.6
H 0.7453 -0.4306 2.0088 -1.8 1.8 2.1
H -1.1689 0.2615 1.9414 3.2 -0.2 1.8
H -1.6195 1.8166 -0.1315 -2.8 3.6 1.1
H -0.0257 -1.2816 -2.9265 0.8 0.9 -1.0
H 0.0150 -2.5177 -1.8337 -2.3 1.8 -2.4
```
Positions in Å, forces in eV/Å.

Properties
energy relative to the best compared isomer or geometry (same formula, charge and spin): 188.0 kcal per mole
multiplicity: 1
E_HOMO: -0.3079 Ha
LUMO level: 0.57 eV
gap between HOMO and LUMO: 8.953 eV
SMILES: [H]/N=c1\n(OC)cnn1N

Results of the Mulliken charge analysis, in e, for atoms 1 through 8:
1. H 0.298
2. N -0.743
3. C 0.420
4. N 0.208
5. O -0.389
6. C -0.483
7. C -0.433
8. N -0.582

***

[2]
Formula: C3H7N5O
Source: the OMol25 dataset
Level of theory: the ωB97M-V functional and the def2-TZVPD basis

The geometry in XYZ format:
```
16
Properties=species:S:1:pos:R:3:forces:R:3
N 0.5546 -1.6148 -0.7418 -0.9 -1.6 1.8
C 0.9201 -0.4049 -0.3044 -1.7 -1.8 2.6
N 2.0684 0.0986 -0.4705 0.7 0.5 -0.8
C -0.0688 0.4404 0.5987 0.1 2.0 -1.9
O 0.5755 1.5809 0.9700 0.4 0.0 0.1
N -0.8356 -0.2426 1.6143 3.1 -0.3 1.5
N -2.0001 -0.3396 1.3670 -3.0 -0.4 -0.6
C -2.2684 0.2168 0.0409 1.8 0.5 0.1
N -1.1725 0.7042 -0.4241 -2.1 -0.6 1.1
H 0.0347 -2.3692 -0.1480 0.6 2.4 -1.0
H 1.2410 -2.1498 -1.2413 0.5 0.0 -0.7
H 2.2090 1.0825 -0.2538 0.5 -0.1 0.1
H 2.7557 -0.5134 -0.8835 0.8 0.5 -0.3
H 0.3023 2.2826 1.6383 -0.4 -1.7 -0.7
H -3.2301 0.1594 -0.4118 -0.7 0.1 -0.4
H -1.0858 1.0688 -1.3501 0.2 0.6 -0.8
```
Positions in Å, forces in eV/Å.

Properties
energy relative to the best compared isomer or geometry (same formula, charge and spin): 0.0 kcal per mole
multiplicity: 1
E_HOMO: -0.7257 Ha
charge: +2
LUMO level: -10.82 eV
gap between HOMO and LUMO: 8.930 eV
SMILES: NC(=[NH2+])[C@]1(O)N=NC=[NH+]1

Results of the Mulliken charge analysis, in e, for atoms 1 through 8:
1. N -0.449
2. C 0.194
3. N -0.199
4. C 0.709
5. O -0.524
6. N -0.033
7. N -0.102
8. C 0.083

***

[3]
Formula: C3H7N6
Source: the OMol25 dataset
Level of theory: the ωB97M-V functional and the def2-TZVPD basis

The geometry in XYZ format:
```
16
Properties=species:S:1:pos:R:3:forces:R:3
C 1.3982 2.2373 -1.2792 -0.5 -0.8 -1.6
C -0.0219 2.4317 0.3712 1.9 0.0 0.8
C -0.2004 -0.4398 0.1804 0.0 -2.1 -1.8
N 0.8141 3.3974 -1.3529 1.9 -0.3 0.2
N 0.0800 3.5753 -0.2231 -1.7 -1.0 0.3
N 0.8932 1.4904 -0.2213 -0.8 2.6 0.7
N -0.2671 -1.6528 0.7400 -2.7 -1.6 0.9
N -1.1828 -0.0948 -0.6863 -1.6 1.2 1.2
N 0.9526 0.1755 0.0877 4.3 -1.7 3.2
H 1.9921 1.8307 -2.0993 0.0 0.0 0.6
H -0.4617 2.2500 1.3458 -0.1 0.0 -0.2
H -1.1732 -2.2094 0.6179 1.8 1.3 -0.3
H 0.1426 -1.9865 1.6110 0.5 0.9 -0.3
H -2.0844 -0.0785 -0.1819 0.3 -0.4 -0.8
H -1.0860 0.8116 -1.1766 0.2 -0.9 0.3
H 1.9582 -0.4669 0.9419 -3.4 2.8 -3.0
```
Positions in Å, forces in eV/Å.

Properties
energy relative to the best compared isomer or geometry (same formula, charge and spin): 64.2 kcal per mole
multiplicity: 1
E_HOMO: -0.5071 Ha
charge: +1
LUMO level: -5.28 eV
gap between HOMO and LUMO: 8.524 eV

Results of the Mulliken charge analysis, in e, for atoms 1 through 8:
1. C 0.069
2. C -0.029
3. C 0.435
4. N -0.362
5. N -0.303
6. N 0.288
7. N -0.408
8. N -0.436